Model w:
This record from the OMol25 dataset describes C4H8O2 in the gas phase. The level of theory is the ωB97M-V functional and the def2-TZVPD basis.

Calculated values
SMILES: C[C@H]1O[C@H]1CO
Gap between HOMO and LUMO: 0.3739 hartree
Net charge: 0
HOMO: -9.3 eV
Molar mass: 88.1 g mol⁻¹

Geometry (Å):
C  1.8303  0.3053  -0.3171
C  0.9100  -0.7800  0.2639
O  0.3456  -0.4202  1.5392
C  -0.6111  -0.6178  0.5719
C  -1.3035  0.5388  -0.1302
O  -2.5879  0.3676  -0.6815
H  1.2716  1.1870  -0.6480
H  2.4347  -0.0372  -1.1695
H  2.5361  0.6465  0.4561
H  1.3634  -1.7818  0.2460
H  -1.2443  -1.5114  0.5513
H  -0.5640  0.1317  -0.8569
H  -1.0730  1.5623  0.2124
H  -3.3080  0.4092  -0.0378



Model x:
This record from the OMol25 dataset describes 2 unconnected molecules or ions with the total composition C4H8O2. The level of theory is the ωB97M-V functional and the def2-TZVPD basis.

Calculated values
SMILES: C/C=C/O.C=O
Gap between HOMO and LUMO: 0.3274 hartree
Net charge: 0
HOMO: -8.5 eV
Molar mass: 88.1 g mol⁻¹

Geometry (Å):
C  -1.2901  1.5797  0.7660
C  -0.8081  0.2987  0.1469
C  -0.5516  -0.8004  0.8596
O  -0.0938  -1.9929  0.4061
H  -2.1654  1.9750  0.2378
H  -1.5744  1.4290  1.8131
H  -0.5210  2.3631  0.7418
H  -0.6761  0.2791  -0.9348
H  -0.6915  -0.8249  1.9393
H  0.1163  -1.9185  -0.5437
C  2.0741  -0.5914  -1.3494
O  1.2612  -1.2633  -1.9428
H  2.1422  -0.5964  -0.2478
H  2.7783  0.0633  -1.8921



The structure with the least stability is model w.



Model w:
This record from the OMol25 dataset describes C4H8O2 in the gas phase. The level of theory is the ωB97M-V functional and the def2-TZVPD basis.

Calculated values
SMILES: OCC1(O)CC1
Gap between HOMO and LUMO: 0.3875 hartree
Net charge: 0
HOMO: -9.6 eV
Molar mass: 88.1 g mol⁻¹

Geometry (Å):
O  1.7371  -0.8017  0.3520
C  1.3019  0.1642  -0.5878
C  -0.0201  0.5171  0.0469
O  0.1533  1.2981  1.1680
C  -0.9437  -0.7912  0.3265
C  -1.3414  0.3895  -0.5372
H  0.7828  -1.1343  0.5502
H  1.1851  -0.2319  -1.6065
H  1.9753  1.0352  -0.6378
H  0.9903  0.9686  1.5430
H  -1.3266  -0.8020  1.3438
H  -1.0247  -1.7651  -0.1753
H  -1.3172  0.1437  -1.5930
H  -2.1520  1.0097  -0.1927



Model x:
This record from the OMol25 dataset describes C4H8O2 in the gas phase. The level of theory is the ωB97M-V functional and the def2-TZVPD basis.

Calculated values
SMILES: C[C@@H](O)CC=O
Gap between HOMO and LUMO: 0.3924 hartree
Net charge: 0
HOMO: -9.9 eV
Molar mass: 88.1 g mol⁻¹

Geometry (Å):
C  -1.4650  -0.2959  -0.7425
C  -0.3164  0.4554  -0.0817
O  -0.7786  1.3515  0.9177
C  0.6589  -0.5082  0.6120
C  2.0891  -0.2796  0.1956
O  2.8406  -1.1486  -0.1749
H  -2.1468  0.3876  -1.2616
H  -1.0820  -1.0083  -1.4799
H  -2.0360  -0.8467  0.0120
H  0.2234  1.0253  -0.8589
H  -1.3975  1.9664  0.5042
H  0.4072  -1.5563  0.4291
H  0.5769  -0.3223  1.6897
H  2.4262  0.7795  0.2392



The structure with the least stability is model w.



Model w:
This record from the OMol25 dataset describes C4H8O2 in the gas phase. The level of theory is the ωB97M-V functional and the def2-TZVPD basis.

Calculated values
Gap between HOMO and LUMO: 0.3288 hartree
Net charge: 0
HOMO: -8.5 eV
Molar mass: 88.1 g mol⁻¹

Geometry (Å):
C  1.8643  0.3950  -0.3029
C  1.1343  -0.8065  0.1767
O  -0.2200  -0.3525  1.5290
C  -0.3602  -0.7534  0.1367
C  -1.1947  0.2965  -0.5722
O  -2.5442  0.2403  -0.1515
H  1.3195  1.3436  -0.3852
H  2.1527  0.0928  -1.3267
H  2.8036  0.5502  0.2390
H  0.4063  -1.0427  1.8585
H  -0.8592  -1.7281  0.0536
H  -1.1952  0.0927  -1.6494
H  -0.7688  1.2966  -0.4125
H  -2.5384  0.3754  0.8068



Model x:
This record from the OMol25 dataset describes a molecular structure, C4H8O2. The level of theory is the ωB97M-V functional and the def2-TZVPD basis.

Calculated values
Gap between HOMO and LUMO: 0.3749 hartree
Net charge: 0
HOMO: -9.6 eV
Molar mass: 88.1 g mol⁻¹

Geometry (Å):
O  2.0507  1.1675  -0.1409
C  1.2485  0.1229  -0.1360
C  -0.1526  0.2726  0.3990
C  -1.0715  0.7814  -0.7274
O  -1.6654  -0.5154  -0.8792
C  -1.0276  -0.9823  0.3176
H  2.2636  0.0629  0.6730
H  1.8086  -0.7867  0.8654
H  1.3117  -0.6067  -0.9685
H  -0.1438  0.8462  1.3270
H  -1.7988  1.5333  -0.3989
H  -0.5788  1.1307  -1.6424
H  -1.7390  -1.0898  1.1455
H  -0.5056  -1.9366  0.1658



The structure with the least stability is model x.



Model w:
This record from the OMol25 dataset describes a molecular structure, C4H8O2. The level of theory is the ωB97M-V functional and the def2-TZVPD basis.

Calculated values
Gap between HOMO and LUMO: 0.3826 hartree
Net charge: 0
HOMO: -9.6 eV
Molar mass: 88.1 g mol⁻¹

Geometry (Å):
C  0.0824  -1.3490  1.0506
C  -0.4626  -0.5461  -0.0378
O  -1.4891  0.3753  0.3122
C  -0.7610  1.5095  -0.2276
C  0.2965  0.5598  -0.8261
O  1.6587  0.7551  -0.6066
H  0.1898  -0.8462  2.0338
H  -0.2950  -2.3426  1.1908
H  0.7529  -1.8684  -0.1003
H  -0.2419  -1.5892  -0.8714
H  -0.3712  2.1500  0.5755
H  -1.3712  2.1048  -0.9196
H  0.1843  0.4605  -1.9124
H  1.8275  0.6265  0.3390



Model x:
This record from the OMol25 dataset describes C4H8O2 in the gas phase. The level of theory is the ωB97M-V functional and the def2-TZVPD basis.

Calculated values
SMILES: CO[C@@H](C)C=O
Gap between HOMO and LUMO: 0.3834 hartree
Net charge: 0
HOMO: -9.6 eV
Molar mass: 88.1 g mol⁻¹

Geometry (Å):
C  1.9867  -0.0485  -0.1935
O  0.7631  -0.7479  -0.2392
C  -0.4492  -0.0247  -0.3351
C  -1.5633  -0.9739  0.0724
C  -0.5199  1.2558  0.4947
O  -1.5670  1.7329  0.8629
H  2.7438  -0.6658  -0.6868
H  1.9610  0.9241  -0.7000
H  2.3013  0.1096  0.8452
H  -0.5969  0.2961  -1.3841
H  -1.6064  -1.8213  -0.6144
H  -1.3633  -1.3508  1.0801
H  -2.5260  -0.4582  0.0833
H  0.4361  1.7724  0.7145



The structure with the least stability is model w.



Model w:
This record from the OMol25 dataset describes C3H8N2O in the gas phase. The level of theory is the ωB97M-V functional and the def2-TZVPD basis.

Calculated values
SMILES: C=C(CO)NN
Gap between HOMO and LUMO: 0.3417 hartree
Net charge: 0
HOMO: -8.4 eV
Molar mass: 88.1 g mol⁻¹

Geometry (Å):
C  -0.2000  -1.6779  0.5723
C  -0.0511  -0.3888  0.2407
C  -0.2293  0.2086  -1.1279
O  -0.4372  -0.8870  -2.1070
N  0.6275  0.5367  1.0806
N  0.2669  1.8861  1.1590
H  0.0235  -2.0349  1.5721
H  -0.6368  -2.3839  -0.1271
H  -1.1334  0.8225  -1.1691
H  0.6366  0.7689  -1.4909
H  0.4013  -1.3770  -2.1452
H  0.8923  0.1283  1.9827
H  0.5863  2.3994  0.3365
H  -0.7467  1.9987  1.2231



Model x:
This record from the OMol25 dataset describes C3H8N2O in the gas phase. The level of theory is the ωB97M-V functional and the def2-TZVPD basis.

Calculated values
Gap between HOMO and LUMO (spin up / spin down): 0.3531 / 0.3235 hartree
Net charge: 0
HOMO (spin up / spin down): -9.2 / -8.9 eV
Molar mass: 88.1 g mol⁻¹

Geometry (Å):
C  -0.3352  -1.0929  -0.7528
C  0.5651  -0.2538  0.3988
C  -0.2029  0.3071  1.6203
N  1.3089  0.7601  -0.2747
N  -0.2703  0.5600  -2.1315
O  -1.0963  -0.1258  -1.3374
H  0.4317  -1.5416  -1.5045
H  -0.8768  -1.9700  -0.3682
H  1.2522  -1.1534  0.6664
H  0.3924  0.9821  2.2408
H  -0.4882  -0.4467  2.2626
H  -1.2098  0.7883  1.3643
H  1.1800  1.7052  0.1693
H  -0.6508  1.4814  -2.3534



Model y:
This record from the OMol25 dataset describes C3H8N2O in the gas phase. The level of theory is the ωB97M-V functional and the def2-TZVPD basis.

Calculated values
SMILES: CNC(=O)CN
Gap between HOMO and LUMO: 0.3826 hartree
Net charge: 0
HOMO: -9.5 eV
Molar mass: 88.1 g mol⁻¹

Geometry (Å):
C  0.9517  1.7027  -1.1235
N  -0.0158  0.7160  -0.7200
C  -0.2553  0.4185  0.5815
O  0.0615  1.1407  1.5065
C  -0.9525  -0.9044  0.8307
N  -0.1013  -2.0061  0.3225
H  1.3730  2.1786  -0.2369
H  1.8015  1.2252  -1.6061
H  0.5271  2.4974  -1.7214
H  -0.2914  0.0349  -1.4059
H  -1.9232  -0.9751  0.3371
H  -1.1123  -0.9602  1.9108
H  0.5888  -2.2103  1.0381
H  -0.6519  -2.8579  0.2866



Model z:
This record from the OMol25 dataset describes C3H8N2O in the gas phase. The level of theory is the ωB97M-V functional and the def2-TZVPD basis.

Calculated values
SMILES: CC(=O)CNN
Gap between HOMO and LUMO: 0.3481 hartree
Net charge: 0
HOMO: -8.8 eV
Molar mass: 88.1 g mol⁻¹

Geometry (Å):
C  0.2753  1.0686  -1.7175
C  -0.2500  0.5500  -0.3978
O  -1.3825  0.8235  0.0141
C  0.7982  0.0550  0.6016
N  0.2647  -1.3009  0.8267
N  -0.7194  -1.2516  1.8016
H  -0.5355  1.4683  -2.3212
H  0.9950  1.8668  -1.5327
H  0.7857  0.2692  -2.2516
H  0.7943  0.6184  1.5361
H  1.7866  -0.0464  0.1527
H  -0.2582  -1.3364  -0.2193
H  -1.0755  -2.1870  1.9675
H  -1.4786  -0.5975  1.5397



The structure with the least stability is model x.



Model w:
This record from the OMol25 dataset describes 2 unconnected molecules or ions with the total composition C3H8N2O. The level of theory is the ωB97M-V functional and the def2-TZVPD basis.

Calculated values
SMILES: [H]/N=C/N.CC=O
Gap between HOMO and LUMO: 0.3721 hartree
Net charge: 0
HOMO: -9.2 eV
Molar mass: 88.1 g mol⁻¹

Geometry (Å):
H  -0.0048  -2.0074  -1.4321
N  0.2070  -1.3252  -0.6834
C  -0.2808  -1.8222  0.4273
N  -0.1222  -1.2489  1.6185
H  -0.7918  -2.7990  0.4090
H  0.5368  -0.4684  1.7035
H  -0.4116  -1.7216  2.4517
C  -0.3508  1.8562  -0.9737
C  0.8186  1.3212  -0.1923
O  0.9340  1.4619  1.0119
H  -0.9826  0.9946  -1.2834
H  -0.0750  2.5041  -1.8220
H  -1.0322  2.4658  -0.3981
H  1.5554  0.7889  -0.8369



Model x:
This record from the OMol25 dataset describes C3H8N2O in the gas phase. The level of theory is the ωB97M-V functional and the def2-TZVPD basis.

Calculated values
SMILES: CCNC(N)=O
Gap between HOMO and LUMO: 0.3819 hartree
Net charge: 0
HOMO: -9.5 eV
Molar mass: 88.1 g mol⁻¹

Geometry (Å):
C  -1.7919  0.7781  -1.2939
C  -0.8514  -0.3366  -0.9423
N  0.4949  0.0197  -0.7489
C  0.7608  0.0035  0.6614
N  1.1486  -1.2518  1.0248
O  0.6463  0.9054  1.4962
H  -2.0138  1.1771  -0.2366
H  -1.5218  1.6390  -1.9956
H  -2.7341  0.3033  -1.6733
H  -0.9761  -0.9337  -1.8444
H  -1.4046  -0.9228  -0.1604
H  0.7666  0.9953  -0.8963
H  1.2201  -1.4794  1.9886
H  1.2841  -2.0667  0.3660



The structure with the least stability is model w.



Model w:
This record from the OMol25 dataset describes 2 unconnected molecules or ions with the total composition C3H8N2O. The level of theory is the ωB97M-V functional and the def2-TZVPD basis.

Calculated values
SMILES: [H]/N=C/OC.C=N
Gap between HOMO and LUMO: 0.3474 hartree
Net charge: 0
HOMO: -8.8 eV
Molar mass: 88.1 g mol⁻¹

Geometry (Å):
H  2.6272  -0.6855  -0.8848
N  1.9343  -1.0159  -0.2131
C  0.8041  -0.4749  -0.4143
O  -0.3458  -0.9650  0.4023
C  -1.5816  -1.1585  -0.3025
H  0.4458  0.0677  -1.2964
H  -1.9957  -0.1788  -0.5576
H  -1.4311  -1.7463  -1.2094
H  -2.2688  -1.6896  0.3572
C  0.6072  1.3874  1.0714
N  0.3579  2.4407  0.3870
H  -0.1743  0.3326  1.1347
H  1.4707  1.3942  1.7537
H  -0.4500  2.2918  -0.2281



Model x:
This record from the OMol25 dataset describes C3H8N2O in the gas phase. The level of theory is the ωB97M-V functional and the def2-TZVPD basis.

Calculated values
Gap between HOMO and LUMO (spin up / spin down): 0.2881 / 0.2882 hartree
Net charge: 0
HOMO (spin up / spin down): -8.0 / -8.0 eV
Molar mass: 88.1 g mol⁻¹

Geometry (Å):
C  -0.1139  0.6074  0.8633
C  0.6854  -0.5187  1.4305
C  0.0462  0.2119  -1.7939
N  -0.8992  -0.3851  -0.8398
N  -1.2863  0.4692  0.2582
O  0.1334  -1.7895  1.2796
H  -0.3024  -1.7685  0.3968
H  -1.8658  1.2749  0.0430
H  0.2652  1.6057  1.0992
H  1.7050  -0.4489  1.0110
H  0.7948  -0.3154  2.5072
H  -0.2867  -0.1194  -2.7821
H  0.0412  1.3103  -1.7961
H  1.0831  -0.1339  -1.6768



Model y:
This record from the OMol25 dataset describes a molecular structure, C3H8N2O. The level of theory is the ωB97M-V functional and the def2-TZVPD basis.

Calculated values
Gap between HOMO and LUMO: 0.3579 hartree
Net charge: 0
HOMO: -8.8 eV
Molar mass: 88.1 g mol⁻¹

Geometry (Å):
C  -0.4938  -1.1224  -0.2214
C  -0.3862  0.2873  -0.6869
C  1.0015  0.9408  -0.4216
N  -1.2603  0.5795  0.4594
N  0.4479  -1.6331  0.5339
O  1.3514  0.7014  0.8973
H  -0.5883  0.8052  1.2315
H  -1.9542  1.2945  0.2790
H  -1.3295  -1.7156  -0.5848
H  -0.8421  0.4910  -1.6547
H  0.2315  -2.5193  0.9746
H  1.1849  -0.6054  0.9517
H  0.9223  2.0194  -0.6323
H  1.7148  0.4765  -1.1257



Model z:
This record from the OMol25 dataset describes C3H8N2O in the gas phase. The level of theory is the ωB97M-V functional and the def2-TZVPD basis.

Calculated values
SMILES: NCCNC=O
Gap between HOMO and LUMO: 0.3854 hartree
Net charge: 0
HOMO: -9.5 eV
Molar mass: 88.1 g mol⁻¹

Geometry (Å):
N  1.1114  -0.5106  1.9023
C  -0.0221  -0.3009  0.9664
C  0.4013  -0.4604  -0.4744
N  -0.7091  -0.2255  -1.4225
C  -0.7694  1.1194  -1.7925
O  -1.5420  1.9657  -1.4234
H  1.4108  0.3844  2.2565
H  0.8318  -1.1071  2.6390
H  -0.7073  -1.1265  1.1615
H  -0.4478  0.6811  1.1730
H  0.7633  -1.4594  -0.6475
H  1.1964  0.1897  -0.8473
H  -1.5939  -0.5625  -1.0612
H  0.0768  1.4127  -2.4299



The structure with the least stability is model x.